(1)
C20H39BN2O6 | wB97M-V/def2-TZVPD

Geometry (Å):
B 1.38 -3.73 -0.63
H 0.33 0.32 -3.16
H 3.97 -2.85 -0.14
C 0.35 -1.50 -0.96
C 3.12 0.95 -0.43
H -4.59 0.97 1.64
H 0.24 1.18 3.60
H 4.56 -1.16 0.14
H -0.68 -1.68 -0.66
H 0.54 -1.70 -2.01
H -1.32 3.32 -1.59
C 0.68 -0.08 -0.49
C 0.31 1.27 -2.64
C 0.05 1.12 -1.15
C -0.63 2.24 -3.39
H -2.48 1.08 3.82
H -4.76 0.40 -0.56
H 4.09 1.17 1.52
C -2.99 2.15 -2.41
H -3.27 2.96 -0.43
N -2.62 -2.97 0.01
C -0.57 1.86 3.36
H -1.87 2.08 1.04
C 1.28 -2.27 0.00
H 4.57 -4.21 1.69
H -2.75 1.12 -2.66
O -3.51 -3.79 -0.18
H -3.36 -0.24 1.44
O 0.65 -4.68 -0.01
H -3.09 0.09 -0.79
H -4.73 2.48 -1.24
O -1.66 -3.23 0.80
H -1.96 3.88 -3.11
N 2.47 -1.39 -0.01
O -2.62 -1.85 -0.55
C -1.82 1.05 2.96
H 4.08 0.58 -0.76
C -3.71 2.18 -1.05
C -3.78 0.81 -0.35
H 3.18 -1.51 2.43
C 4.02 -3.51 2.28
O 2.10 -4.00 -1.78
H -0.06 -4.15 0.41
C -3.63 0.78 1.18
H -0.02 2.97 -3.91
C 2.17 -0.17 -0.30
H 1.32 1.67 -2.74
H 2.80 -4.63 -1.60
H 2.79 1.67 -1.16
C 3.79 -1.90 0.32
H 2.39 1.70 1.46
H 3.63 -3.77 3.25
H -1.01 1.04 -0.94
C -1.68 2.98 -2.56
C 3.84 -2.13 1.83
C -2.55 1.69 1.78
H 0.29 -0.07 0.54
H -3.66 2.52 -3.18
H -1.18 1.72 -4.17
O 5.05 -2.45 2.36
H -1.54 0.03 2.74
H 0.84 -2.33 0.99
H 0.36 2.03 -0.63
H 3.62 2.69 0.75
C 3.33 1.66 0.92
H -3.06 2.57 2.18
H -0.29 2.57 2.59
H -0.76 2.43 4.26

Output
Maximum force ... 2.0 eV/A
DFT total energy ... -1371.1321 hartree
Frontier orbital gap ... 7.45 eV
Multiplicity ... 1
Highest occupied orbital energy ... -8.2 eV

(2)
C20H39CuF6NO9S2 | wB97M-V/def2-TZVPD

Geometry (Å):
C 28.80 -23.84 5.00
H 27.82 -29.48 -2.90
H 23.62 -22.64 1.11
C 29.27 -25.09 5.79
C 26.94 -21.83 0.28
C 30.47 -25.53 3.68
H 31.30 -25.62 2.98
Cu 27.89 -24.58 0.12
O 29.89 -25.67 0.29
C 25.61 -27.42 3.42
C 29.74 -24.13 -3.35
H 24.89 -26.61 3.24
H 31.35 -24.86 5.48
S 26.51 -27.70 1.85
H 30.93 -26.59 5.59
H 27.74 -23.82 4.76
H 28.72 -27.75 4.68
C 27.43 -25.04 -2.93
C 31.60 -27.52 0.39
C 29.29 -21.74 -0.32
F 26.50 -23.08 -3.92
H 24.73 -21.62 1.86
C 30.59 -25.61 5.25
N 25.90 -23.81 0.93
H 28.61 -25.94 5.63
F 32.69 -26.81 0.44
H 27.59 -29.49 2.63
H 29.77 -21.64 0.65
O 29.30 -27.70 -0.60
O 30.66 -22.84 3.34
H 26.77 -20.91 -0.26
H 27.61 -29.63 -1.17
H 29.72 -26.22 3.29
H 30.67 -24.41 -2.85
O 28.62 -24.48 -2.47
H 28.76 -28.19 2.16
H 27.79 -26.02 -3.23
H 25.96 -23.55 1.90
F 31.99 -28.70 -0.21
H 27.14 -28.09 -2.05
C 27.85 -28.43 2.70
H 29.04 -22.89 5.48
H 29.94 -22.00 -2.93
F 27.46 -24.33 -5.32
O 25.89 -28.72 0.93
H 30.79 -22.55 -4.31
O 28.55 -23.90 2.27
O 28.08 -22.45 -0.34
O 27.04 -26.41 1.33
C 27.80 -28.12 4.22
H 23.97 -21.17 0.30
H 26.23 -27.23 5.48
C 29.29 -28.38 -1.86
H 25.11 -28.33 3.76
C 26.65 -27.12 4.48
H 27.52 -29.04 4.73
H 30.02 -22.34 -0.86
O 26.76 -25.18 -1.70
H 29.99 -29.21 -1.94
F 31.34 -27.85 1.65
F 25.57 -24.93 -4.51
C 30.45 -26.80 -0.35
H 25.06 -24.35 0.95
H 28.91 -22.43 -4.33
H 27.26 -21.51 1.27
C 25.64 -22.64 0.21
C 27.84 -28.93 -1.97
S 29.57 -23.89 3.35
C 29.83 -22.65 -3.80
C 26.77 -24.32 -4.19
H 29.80 -24.77 -4.23
C 24.45 -21.97 0.87
H 30.78 -26.45 -1.32
H 26.92 -26.08 4.35
H 25.46 -22.86 -0.85
H 29.39 -24.85 6.85
H 29.25 -20.78 -0.84
H 29.45 -27.71 -2.71

Output
Maximum force ... 4.4 eV/A
DFT total energy ... -4553.2519 hartree
Frontier orbital gap (alpha / beta) ... 8.09 / 6.98 eV
ΔE to the lowest compared entry with this formula, charge and spin ... 352.4 kJ/mol
Multiplicity ... 2
Highest occupied orbital energy (alpha / beta) ... -8.2 / -8.1 eV

(3)
C20H39F2N2O22S2Zn | wB97M-V/def2-TZVPD

Geometry (Å):
O 11.87 -6.13 24.74
C 11.21 -2.16 25.51
H 12.48 -8.93 26.19
O 11.11 -10.31 25.43
H 13.97 -5.03 28.02
H 11.49 -11.38 29.98
H 10.34 -1.74 25.03
F 7.83 -4.10 23.44
H 13.13 -10.42 25.39
H 5.58 -6.30 20.33
C 5.27 -4.95 28.68
H 9.39 -12.29 25.24
C 13.72 -4.53 23.34
H 9.12 -6.09 30.37
N 5.00 -2.76 20.60
C 11.92 -10.69 29.25
H 8.41 -7.64 31.00
H 8.47 -7.30 29.24
H 4.21 -8.35 32.08
O 6.59 -7.65 21.50
H 12.83 -3.66 27.98
C 12.37 -9.63 25.37
H 7.90 -2.23 19.33
O 11.63 -9.34 29.60
C 10.99 -0.45 27.25
O 10.13 -8.38 24.86
O 8.42 -2.94 25.45
O 3.56 -6.41 30.13
C 7.43 -7.82 22.48
C 13.42 -4.35 27.37
C 8.92 -11.55 25.87
H 14.11 -3.75 26.79
C 6.10 -9.77 23.03
Zn 9.90 -6.57 23.97
H 11.05 -3.19 25.81
H 3.27 -8.90 30.74
O 8.90 -10.16 25.35
O 11.42 0.11 28.22
C 12.54 -5.27 25.29
O 10.26 -7.73 29.96
H 12.05 -2.05 24.82
O 7.20 -8.87 23.21
H 5.62 -4.73 27.67
H 7.84 -11.67 25.95
S 7.81 -4.16 25.04
H 8.26 1.08 26.41
H 5.99 -9.96 21.96
H 5.16 -9.45 23.47
H 12.52 -9.13 24.42
H 9.82 1.84 26.81
C 7.58 -2.53 20.33
O 12.49 -5.11 26.58
C 10.34 -9.02 29.69
O 11.64 -1.46 26.68
C 6.58 -6.45 20.73
O 9.41 -9.77 29.58
C 9.16 1.00 27.00
H 9.35 -11.50 26.87
H 7.20 -6.50 19.84
H 6.93 -5.58 21.29
C 6.14 -2.68 20.47
O 7.58 -6.77 26.97
H 7.93 -1.74 21.00
C 10.05 -9.56 25.17
O 8.37 -7.06 22.72
O 6.43 -4.38 25.28
O 13.40 -4.45 24.72
H 4.22 -4.66 28.70
O 5.61 -6.26 29.11
H 14.61 -3.97 23.06
S 8.58 -5.79 26.72
C 4.65 -6.82 29.84
O 9.84 -0.20 26.66
H 4.70 -9.79 31.19
H 12.88 -4.13 22.77
O 8.88 -4.71 27.58
H 11.57 -10.93 28.24
N 8.82 -5.54 25.16
H 6.39 -10.66 23.58
C 4.30 -8.79 31.09
O 5.11 -8.01 30.26
H 5.64 -4.13 29.30
C 8.97 -7.15 30.21
H 13.85 -5.56 23.00
H 8.05 -3.47 20.62
H 13.01 -10.74 29.29
F 9.89 -6.73 26.90
H 8.83 1.10 28.04

Output
Maximum force ... 6.5 eV/A
DFT total energy ... -5325.4621 hartree
Charge ... +1
Frontier orbital gap ... 8.29 eV
ΔE to the lowest compared entry with this formula, charge and spin ... 55.1 kJ/mol
Multiplicity ... 1
Highest occupied orbital energy ... -12.1 eV

Which of these has the lowest DFT total energy?
C20H39F2N2O22S2Zn